Entry 1:
Below is 11 unconnected molecules or ions with the total composition C64H70ClO2PS, with properties calculated with ωB97M-V/def2-TZVPD.

Properties
SMILES: C[C@@H](Cl)CPS(C)(=O)=O.c1ccccc1.c1ccccc1.c1ccccc1.c1ccccc1.c1ccccc1.c1ccccc1.c1ccccc1.c1ccccc1.c1ccccc1.c1ccccc1
HOMO level: -9.101 eV
HOMO-LUMO gap: 9.384 eV

The geometry in ORCA input format:
```
! wB97M-V def2-TZVPD RIJCOSX def2/J DEFGRID3
* xyz 0 1
C -3.098 -3.177 -0.163
C -3.781 -3.862 1.016
Cl -5.492 -4.262 0.589
C -3.102 -5.158 1.445
P -1.470 -5.078 2.310
S -1.907 -3.408 3.623
C -0.679 -3.473 4.916
O -1.739 -2.152 2.925
O -3.187 -3.734 4.213
H -3.601 -3.405 -1.101
H -3.103 -2.096 -0.032
H -2.053 -3.483 -0.223
H -3.869 -3.177 1.853
H -2.890 -5.761 0.555
H -3.757 -5.740 2.091
H -0.758 -4.308 1.364
H -0.377 -2.440 5.085
H -1.163 -3.884 5.798
H 0.175 -4.075 4.612
C 0.576 -1.870 -1.565
C 1.085 -0.878 -2.393
C 1.641 -1.216 -3.619
C 1.689 -2.544 -4.020
C 1.182 -3.537 -3.192
C 0.627 -3.198 -1.966
H 0.141 -1.607 -0.609
H 1.054 0.158 -2.078
H 2.039 -0.444 -4.266
H 2.126 -2.805 -4.976
H 1.221 -4.573 -3.502
H 0.232 -3.973 -1.320
C -11.511 -3.006 -1.314
C -10.420 -2.195 -1.597
C -9.169 -2.519 -1.091
C -9.010 -3.645 -0.296
C -10.101 -4.454 -0.009
C -11.351 -4.135 -0.522
H -12.488 -2.757 -1.711
H -10.545 -1.311 -2.210
H -8.315 -1.889 -1.305
H -8.030 -3.866 0.103
H -9.977 -5.330 0.615
H -12.204 -4.765 -0.300
C -0.519 1.025 5.295
C 0.806 1.435 5.346
C 1.418 1.655 6.573
C 0.704 1.463 7.748
C -0.621 1.054 7.697
C -1.233 0.833 6.470
H -0.996 0.846 4.339
H 1.362 1.585 4.429
H 2.451 1.977 6.614
H 1.179 1.637 8.706
H -1.179 0.912 8.614
H -2.267 0.515 6.428
C 2.096 1.348 -6.384
C 2.938 1.350 -7.487
C 3.977 2.268 -7.565
C 4.174 3.184 -6.540
C 3.332 3.182 -5.436
C 2.293 2.265 -5.359
H 1.284 0.635 -6.319
H 2.784 0.636 -8.286
H 4.634 2.270 -8.425
H 4.982 3.902 -6.601
H 3.482 3.903 -4.642
H 1.632 2.266 -4.500
C -8.583 2.042 0.367
C -8.662 0.710 0.749
C -7.509 0.018 1.094
C -6.278 0.657 1.058
C -6.199 1.989 0.674
C -7.351 2.682 0.329
H -9.482 2.583 0.099
H -9.620 0.206 0.775
H -7.572 -1.022 1.390
H -5.380 0.117 1.330
H -5.238 2.488 0.644
H -7.290 3.720 0.030
C -2.540 1.701 -8.109
C -2.013 1.697 -6.825
C -1.644 0.497 -6.232
C -1.797 -0.697 -6.923
C -2.326 -0.692 -8.206
C -2.697 0.507 -8.799
H -2.827 2.636 -8.573
H -1.888 2.628 -6.287
H -1.230 0.491 -5.231
H -1.504 -1.631 -6.459
H -2.449 -1.623 -8.745
H -3.109 0.511 -9.800
C 5.108 -0.819 -2.872
C 5.160 -2.118 -2.384
C 6.374 -2.657 -1.981
C 7.534 -1.898 -2.066
C 7.480 -0.600 -2.556
C 6.266 -0.059 -2.959
H 4.159 -0.400 -3.179
H 4.251 -2.704 -2.320
H 6.419 -3.668 -1.596
H 8.478 -2.318 -1.744
H 8.385 -0.009 -2.624
H 6.221 0.952 -3.343
C 0.170 3.163 13.409
C 1.506 3.540 13.380
C 2.385 2.916 12.506
C 1.928 1.914 11.661
C 0.593 1.537 11.691
C -0.287 2.161 12.565
H -0.515 3.651 14.090
H 1.862 4.321 14.040
H 3.427 3.210 12.484
H 2.614 1.427 10.979
H 0.237 0.753 11.033
H -1.328 1.867 12.587
C 7.560 -2.595 1.607
C 8.579 -1.700 1.311
C 9.838 -1.871 1.871
C 10.078 -2.938 2.727
C 9.058 -3.831 3.025
C 7.799 -3.660 2.464
H 6.581 -2.461 1.162
H 8.389 -0.871 0.641
H 10.633 -1.174 1.638
H 11.060 -3.072 3.162
H 9.245 -4.662 3.693
H 7.005 -4.358 2.696
C 3.310 7.452 -6.630
C 3.928 8.588 -6.127
C 3.750 8.945 -4.797
C 2.954 8.165 -3.970
C 2.334 7.029 -4.474
C 2.512 6.673 -5.803
H 3.450 7.171 -7.666
H 4.549 9.197 -6.772
H 4.232 9.831 -4.405
H 2.815 8.443 -2.933
H 1.711 6.421 -3.829
H 2.033 5.784 -6.195
*
```

Atom charges from the Mulliken analysis, given in e for atoms 1 to 6: atom 1 (C): -0.688, atom 2 (C): 0.612, atom 3 (Cl): -0.385, atom 4 (C): -1.172, atom 5 (P): -0.060, atom 6 (S): 1.098


Entry 2:
Below is a molecular structure, C64H76AgF3N10O2 at a distorted geometry, with properties calculated with ωB97M-V/def2-TZVPD.

Properties
HOMO level: -29.032 eV
HOMO-LUMO gap: 7.394 eV
ΔE to the lowest compared entry with this formula, charge and spin: 1586.31 kJ/mol

The geometry in ORCA input format:
```
! wB97M-V def2-TZVPD RIJCOSX def2/J DEFGRID3
* xyz 10 1
Ag -5.081 12.743 4.577
C -6.644 9.371 5.864
O -8.083 9.253 5.657
O -6.181 10.556 5.260
C -6.210 8.883 7.278
F -4.957 8.220 7.227
F -5.971 9.764 8.134
F -6.993 8.009 7.901
C -8.865 10.071 6.495
C -10.254 10.154 5.861
H -10.474 9.294 5.229
H -11.032 10.168 6.623
H -10.295 10.951 5.118
H -8.503 10.948 7.031
H -8.931 9.334 7.296
H -6.424 8.555 5.175
C -6.617 12.326 10.500
N -7.515 12.985 9.511
C -7.236 12.690 8.288
C -7.953 13.306 7.252
C -8.995 14.205 7.505
C -9.242 14.392 8.890
C -8.438 13.833 9.871
C -9.833 14.824 6.407
C -10.422 14.025 5.461
C -11.325 14.591 4.514
N -11.416 15.961 4.438
C -10.719 16.830 5.269
C -9.951 16.228 6.325
C -12.290 16.512 3.356
H -6.779 12.617 11.538
H -5.626 12.768 10.392
H -6.452 11.264 10.318
H -6.395 12.016 8.220
H -7.776 13.100 6.207
H -10.038 15.060 9.184
H -8.406 14.078 10.922
H -10.247 12.967 5.591
H -12.081 14.057 3.958
H -10.971 17.860 5.064
H -9.317 16.859 6.931
H -12.352 17.598 3.301
H -13.302 16.133 3.499
H -11.757 16.146 2.478
C -3.226 5.219 7.491
N -2.796 5.758 8.767
C -3.733 6.265 9.618
C -3.314 6.827 10.800
C -1.962 6.879 11.166
C -1.005 6.315 10.319
C -1.479 5.773 9.097
C -1.618 7.427 12.527
C -0.490 8.246 12.727
C -0.170 8.755 14.022
N -0.972 8.471 15.052
C -2.105 7.776 14.859
C -2.480 7.282 13.624
C -0.689 9.082 16.379
H -2.425 5.201 6.752
H -4.125 5.630 7.032
H -3.302 4.143 7.645
H -4.808 6.261 9.514
H -4.110 7.203 11.426
H 0.045 6.339 10.573
H -0.812 5.330 8.373
H 0.174 8.563 11.937
H 0.635 9.404 14.335
H -2.818 7.658 15.662
H -3.405 6.753 13.445
H -0.725 10.170 16.320
H 0.317 8.840 16.723
H -1.452 8.805 17.106
C -7.487 11.188 14.202
N -8.035 10.329 13.066
C -7.342 9.231 12.728
C -7.757 8.331 11.690
C -8.938 8.570 11.035
C -9.569 9.810 11.325
C -9.143 10.662 12.452
C -9.540 7.591 9.984
C -10.575 7.940 9.119
C -10.924 6.979 8.202
N -10.233 5.770 8.010
C -9.301 5.484 8.955
C -8.937 6.326 10.035
C -10.742 4.790 7.041
H -6.795 11.856 13.690
H -6.961 10.610 14.962
H -8.310 11.765 14.625
H -6.383 9.145 13.218
H -7.005 7.666 11.291
H -10.424 10.035 10.706
H -9.737 11.456 12.879
H -10.930 8.956 9.026
H -11.575 7.234 7.379
H -8.981 4.453 8.926
H -8.093 6.032 10.642
H -10.125 3.894 6.979
H -10.725 5.249 6.053
H -11.760 4.639 7.402
C -0.569 11.439 11.233
N -0.901 10.817 9.887
C 0.081 10.143 9.211
C -0.245 9.462 8.076
C -1.457 9.597 7.460
C -2.345 10.470 8.110
C -2.117 10.965 9.355
C -1.737 9.035 6.063
C -0.912 8.108 5.457
C -1.165 7.700 4.165
N -2.261 8.257 3.552
C -3.051 9.140 4.123
C -2.782 9.619 5.374
C -2.394 7.873 2.145
H -0.299 12.443 10.906
H 0.286 11.025 11.768
H -1.412 11.438 11.924
H 1.037 10.068 9.709
H 0.593 8.952 7.622
H -3.347 10.686 7.770
H -2.831 11.597 9.863
H -0.082 7.630 5.956
H -0.556 7.043 3.562
H -3.886 9.409 3.493
H -3.467 10.377 5.723
H -3.350 7.370 1.998
H -1.625 7.197 1.771
H -2.353 8.815 1.598
C -7.071 4.419 4.409
N -7.470 5.591 3.649
C -8.597 6.289 3.941
C -8.871 7.488 3.266
C -7.841 8.037 2.446
C -6.638 7.267 2.158
C -6.567 5.997 2.723
C -7.964 9.393 1.840
C -7.506 9.573 0.525
C -7.570 10.842 -0.066
N -8.176 11.919 0.582
C -8.534 11.748 1.919
C -8.442 10.494 2.579
C -7.993 13.245 0.168
H -7.471 3.592 3.822
H -7.428 4.449 5.438
H -5.994 4.285 4.510
H -9.162 5.900 4.775
H -9.657 8.122 3.649
H -5.963 7.682 1.424
H -5.744 5.311 2.586
H -6.981 8.757 0.051
H -7.000 11.137 -0.935
H -8.747 12.649 2.475
H -8.663 10.407 3.632
H -7.973 13.342 -0.918
H -7.108 13.488 0.756
H -8.824 13.863 0.509
*
```

Atom charges from the Mulliken analysis, given in e for atoms 1 to 6: atom 1 (Ag): 0.740, atom 2 (C): -0.421, atom 3 (O): 0.942, atom 4 (O): 0.027, atom 5 (C): 0.252, atom 6 (F): -0.237


Entry 3:
Below is a molecular structure, C65H101BIN9PSr at a distorted geometry, with properties calculated with ωB97M-V/def2-TZVPD.

Properties
HOMO level: -10.484 eV
HOMO-LUMO gap: 9.059 eV
ΔE to the lowest compared entry with this formula, charge and spin: 184.35 kJ/mol

The geometry in ORCA input format:
```
! wB97M-V def2-TZVPD RIJCOSX def2/J DEFGRID3
* xyz 1 1
Sr 0.441 -0.684 -0.115
C -2.077 -1.292 2.920
C -0.824 -1.866 3.569
C -0.567 -3.299 3.093
C 0.393 -1.014 3.355
C 1.389 -0.786 4.296
C 2.340 0.006 3.670
C 3.597 0.371 4.403
C 4.841 -0.087 3.639
C 3.581 1.848 4.822
N 1.907 0.266 2.408
N 0.722 -0.384 2.235
B 2.331 1.007 1.057
N 2.392 2.545 0.722
N 1.985 2.573 -0.580
C 1.936 3.826 -0.988
C 2.311 4.663 0.062
C 2.600 3.834 1.129
C 3.086 4.378 2.441
C 1.921 4.848 3.316
C 4.039 5.557 2.213
C 1.527 4.180 -2.381
C 0.472 5.284 -2.363
C 2.757 4.615 -3.179
N 3.458 0.209 0.302
N 2.971 -0.850 -0.393
C 3.976 -1.420 -1.062
C 5.141 -0.719 -0.785
C 4.790 0.315 0.068
C 5.867 1.237 0.582
C 5.381 2.479 1.303
C 6.790 1.664 -0.569
C 3.882 -2.651 -1.918
C 2.781 -2.547 -2.975
C 5.217 -2.942 -2.606
H -2.918 -1.942 3.145
H -1.952 -1.218 1.835
H -2.299 -0.306 3.317
H -0.989 -1.905 4.653
H -0.411 -3.323 2.012
H -1.417 -3.929 3.344
H 0.307 -3.709 3.594
H 1.432 -1.145 5.305
H 3.567 -0.219 5.325
H 4.741 0.106 2.579
H 4.973 -1.161 3.767
H 5.730 0.411 4.017
H 2.871 2.402 4.220
H 4.565 2.299 4.736
H 3.255 1.939 5.854
H 1.367 0.795 0.425
H 2.367 5.732 0.050
H 3.632 3.611 2.980
H 1.327 5.587 2.784
H 2.301 5.305 4.228
H 1.276 4.017 3.589
H 3.492 6.447 1.914
H 4.771 5.337 1.442
H 4.568 5.779 3.135
H 1.100 3.282 -2.845
H 0.889 6.208 -1.970
H -0.369 4.999 -1.737
H 0.106 5.471 -3.369
H 3.193 5.507 -2.735
H 2.492 4.838 -4.210
H 3.510 3.830 -3.172
H 6.124 -0.932 -1.138
H 6.476 0.643 1.280
H 4.914 3.155 0.592
H 6.223 2.990 1.766
H 4.669 2.216 2.075
H 6.215 2.114 -1.375
H 7.359 0.829 -0.967
H 7.501 2.400 -0.200
H 3.662 -3.508 -1.268
H 3.043 -1.783 -3.703
H 1.820 -2.289 -2.521
H 2.691 -3.494 -3.502
H 5.520 -2.110 -3.238
H 5.124 -3.828 -3.229
H 5.997 -3.125 -1.873
C -1.577 4.387 2.294
C -1.155 2.913 2.297
C -1.191 2.346 3.715
C -2.044 2.176 1.326
C -1.635 2.001 0.010
C -2.481 1.466 -0.966
C -2.080 1.811 -2.389
C -2.582 0.937 -3.531
C -2.544 3.255 -2.628
C -3.738 0.979 -0.575
C -4.213 1.279 0.712
C -3.357 1.859 1.636
C -5.684 1.199 1.064
C -5.963 0.750 2.501
C -6.285 2.600 0.875
C -4.600 0.263 -1.552
C -5.583 1.003 -2.203
C -6.409 0.448 -3.161
C -6.243 -0.883 -3.503
C -5.270 -1.634 -2.870
C -4.444 -1.097 -1.883
P -3.235 -2.187 -0.989
C -4.472 -3.220 0.062
C -5.631 -3.909 -0.654
C -5.086 -2.204 1.026
C -3.672 -4.248 0.860
C -2.427 -3.413 -2.252
C -3.224 -4.590 -2.817
C -1.213 -4.005 -1.530
C -1.886 -2.575 -3.406
H -0.969 4.962 2.986
H -2.618 4.490 2.589
H -1.458 4.812 1.300
H -0.125 2.853 1.928
H -2.196 2.357 4.126
H -0.563 2.943 4.372
H -0.819 1.326 3.729
H -0.685 2.420 -0.300
H -0.985 1.800 -2.421
H -2.438 -0.105 -3.282
H -2.031 1.175 -4.437
H -3.634 1.102 -3.734
H -3.624 3.302 -2.730
H -2.092 3.649 -3.534
H -2.257 3.888 -1.793
H -3.746 2.109 2.609
H -6.183 0.516 0.372
H -5.757 1.553 3.204
H -5.365 -0.111 2.781
H -7.014 0.492 2.605
H -5.760 3.322 1.495
H -7.334 2.600 1.160
H -6.211 2.929 -0.157
H -5.685 2.050 -1.962
H -7.168 1.049 -3.638
H -6.877 -1.337 -4.249
H -5.156 -2.666 -3.156
H -6.241 -3.197 -1.202
H -6.267 -4.363 0.103
H -5.314 -4.694 -1.327
H -5.836 -1.607 0.514
H -5.577 -2.721 1.848
H -4.327 -1.539 1.427
H -3.326 -5.063 0.231
H -4.308 -4.683 1.629
H -2.818 -3.778 1.341
H -3.439 -5.324 -2.047
H -2.610 -5.081 -3.573
H -4.149 -4.292 -3.297
H -1.497 -4.636 -0.695
H -0.559 -3.201 -1.153
H -0.653 -4.621 -2.229
H -2.692 -2.162 -4.008
H -1.260 -3.197 -4.045
H -1.273 -1.774 -2.980
N 1.841 -3.555 0.890
C 1.881 -4.923 0.562
C 1.988 -5.902 1.546
C 2.012 -7.241 1.199
C 1.922 -7.627 -0.127
C 1.802 -6.656 -1.109
C 1.779 -5.318 -0.769
H 2.475 -2.999 0.331
H 2.030 -3.407 1.874
H 2.065 -5.615 2.586
H 2.104 -7.992 1.971
H 1.961 -8.671 -0.397
H 1.720 -6.945 -2.146
H 1.674 -4.563 -1.533
I 4.293 1.466 -5.271
C 2.483 0.699 -4.571
C 1.553 -0.018 -5.294
N 0.585 -0.358 -4.424
N 0.836 0.094 -3.191
C 1.984 0.740 -3.260
H 1.530 -0.294 -6.327
H -0.259 -0.878 -4.616
H 2.400 1.225 -2.399
*
```

Atom charges from the Mulliken analysis, given in e for atoms 1 to 6: atom 1 (Sr): 4.391, atom 2 (C): -1.643, atom 3 (C): 0.177, atom 4 (C): -1.535, atom 5 (C): -1.331, atom 6 (C): -1.166